C36H117N9O18 | ωB97M-V/def2-TZVPD

Structure (XYZ):
```
180
Properties=species:S:1:pos:R:3:lowdin_charge:R:1
C -1.06 -7.96 -5.23 -0.0630
C 0.41 -7.97 -4.85 -0.4367
C 0.70 -7.28 -3.52 -0.2367
O 0.57 -5.89 -3.64 -0.1571
C 0.64 -5.15 -2.44 -0.0859
N 0.80 -9.38 -4.65 0.0239
H -1.44 -6.94 -5.34 0.0782
H -1.65 -8.51 -4.50 0.0747
H -1.21 -8.51 -6.16 0.0733
H 1.02 -7.52 -5.64 0.1383
H 1.69 -7.61 -3.17 0.1227
H 0.04 -7.74 -2.78 0.1249
H 1.63 -5.28 -2.00 0.0734
H -0.07 -5.50 -1.69 0.0640
H 0.38 -4.11 -2.64 0.0868
H 0.68 -9.82 -5.55 0.0690
H 1.81 -9.35 -4.52 0.0661
C 3.72 -0.68 -3.77 -0.0909
C 4.26 0.40 -4.69 -0.3930
C 4.77 -0.31 -5.98 -0.1828
O 3.61 -0.71 -6.73 -0.2096
C 3.96 -1.27 -7.98 -0.1155
N 3.14 1.33 -4.92 0.0351
H 2.88 -1.26 -4.17 0.0789
H 3.33 -0.25 -2.84 0.0476
H 4.47 -1.38 -3.37 0.0719
H 5.10 0.93 -4.24 0.1318
H 5.38 -1.20 -5.77 0.1172
H 5.39 0.37 -6.58 0.1193
H 4.91 -1.80 -7.95 0.0804
H 4.04 -0.46 -8.72 0.0876
H 3.26 -2.02 -8.35 0.0823
H 2.49 0.81 -5.50 0.0587
H 2.64 1.48 -4.04 0.0060
C 3.82 -2.59 4.07 -0.0600
C 3.60 -1.16 3.58 -0.3998
C 3.21 -1.08 2.10 -0.1692
O 3.55 0.16 1.50 -0.2212
C 3.29 0.19 0.10 -0.0616
N 2.64 -0.49 4.47 0.0557
H 4.78 -2.98 3.71 0.0778
H 3.13 -3.35 3.71 0.0434
H 3.94 -2.64 5.16 0.0805
H 4.56 -0.65 3.72 0.1409
H 2.12 -1.21 2.13 0.1205
H 3.66 -1.88 1.50 0.1048
H 3.60 1.16 -0.28 0.0997
H 2.24 -0.03 -0.08 0.0746
H 3.89 -0.58 -0.39 0.0837
H 1.77 -1.01 4.44 0.0583
H 2.42 0.42 4.09 0.0352
C -0.39 4.94 -2.18 -0.0448
C -1.23 3.82 -2.74 -0.3854
C -2.67 4.26 -3.07 -0.1473
O -3.50 3.08 -3.22 -0.2445
C -4.63 3.25 -4.07 -0.0967
N -0.54 3.36 -4.00 0.0370
H 0.58 4.61 -1.80 0.0770
H -0.87 5.34 -1.29 0.0718
H -0.21 5.66 -2.98 0.0897
H -1.34 2.99 -2.04 0.1190
H -2.64 4.77 -4.04 0.1264
H -3.14 4.80 -2.25 0.1337
H -4.38 3.66 -5.05 0.0835
H -5.33 3.99 -3.68 0.0938
H -5.11 2.29 -4.27 0.0919
H -0.09 4.09 -4.52 0.0891
H -1.28 2.98 -4.58 0.0801
C -2.48 9.37 3.38 -0.0735
C -1.69 9.24 2.12 -0.4746
C -0.67 8.10 2.15 -0.2324
O -0.15 7.84 0.88 -0.1854
C 0.61 6.61 0.89 -0.0787
N -2.55 9.23 0.94 0.0453
H -3.02 8.43 3.52 0.0782
H -3.09 10.27 3.41 0.0806
H -1.79 9.47 4.22 0.0797
H -1.10 10.15 2.02 0.1379
H -1.15 7.21 2.57 0.1009
H 0.15 8.34 2.84 0.1295
H -0.02 5.72 0.83 0.0655
H 1.18 6.55 1.82 0.0868
H 1.36 6.67 0.10 0.0826
H -1.91 9.27 0.15 0.0656
H -2.95 8.30 0.87 0.0735
C 1.35 -5.74 3.19 -0.0618
C 1.12 -4.83 2.00 -0.4254
C 2.36 -4.84 1.12 -0.2147
O 2.13 -3.92 0.07 -0.2375
C 3.21 -3.65 -0.81 -0.0981
N -0.04 -5.34 1.24 0.0571
H 2.28 -5.47 3.68 0.0693
H 1.53 -6.77 2.85 0.0815
H 0.52 -5.78 3.90 0.0861
H 0.87 -3.82 2.33 0.1376
H 2.66 -5.84 0.79 0.1349
H 3.27 -4.56 1.67 0.1163
H 3.96 -3.14 -0.19 0.0765
H 2.85 -3.07 -1.65 0.0790
H 3.66 -4.57 -1.20 0.0912
H 0.17 -5.06 0.28 0.0377
H 0.07 -6.35 1.28 0.0771
C -3.28 -4.10 -1.81 -0.0567
C -3.76 -5.17 -0.84 -0.4167
C -3.39 -6.58 -1.28 -0.1848
O -3.95 -7.49 -0.31 -0.1869
C -4.09 -8.79 -0.82 -0.1329
N -3.22 -4.89 0.51 0.0349
H -3.31 -3.08 -1.41 0.0604
H -3.92 -4.14 -2.69 0.0786
H -2.27 -4.27 -2.21 0.0595
H -4.83 -5.07 -0.64 0.1354
H -2.31 -6.70 -1.32 0.1164
H -3.78 -6.80 -2.28 0.1245
H -4.26 -9.54 -0.05 0.0877
H -3.30 -9.14 -1.50 0.0806
H -4.91 -8.84 -1.55 0.0846
H -3.47 -5.68 1.10 0.0595
H -2.21 -4.98 0.53 0.0200
C 0.47 2.25 0.99 -0.0056
C -0.72 1.34 0.64 -0.3830
C -0.52 -0.13 0.23 -0.1662
O 0.17 -0.11 -1.01 -0.2197
C 0.21 -1.41 -1.53 -0.0980
N -1.79 1.50 1.65 0.0556
H 0.88 1.80 1.90 0.0694
H 0.11 3.26 1.16 0.0730
H 1.25 2.33 0.23 0.0690
H -1.16 1.79 -0.26 0.1121
H -1.54 -0.49 0.06 0.1195
H 0.01 -0.60 1.07 0.1181
H 0.73 -1.48 -2.48 0.0879
H -0.80 -1.80 -1.71 0.0871
H 0.81 -2.06 -0.89 0.0749
H -1.99 2.49 1.62 0.0419
H -2.61 0.99 1.36 0.0319
C -1.75 4.50 3.90 -0.0611
C -0.66 3.94 4.79 -0.3859
C -1.02 4.17 6.27 -0.2287
O 0.10 4.02 7.08 -0.1430
C -0.22 4.17 8.42 -0.1352
N -0.56 2.50 4.52 0.0435
H -2.73 4.16 4.27 0.0933
H -1.71 4.18 2.86 0.0484
H -1.75 5.59 3.86 0.0659
H 0.26 4.48 4.53 0.1354
H -1.82 3.48 6.56 0.1279
H -1.60 5.10 6.35 0.1282
H 0.65 4.10 9.07 0.0910
H -1.05 3.52 8.74 0.0893
H -0.63 5.14 8.73 0.0870
H -0.88 1.94 5.30 0.0902
H -1.22 2.28 3.79 0.0297
O 2.32 2.66 4.33 -0.0637
H 1.36 2.71 4.49 -0.0010
H 2.73 2.86 5.17 0.0713
O -4.29 0.00 0.74 -0.0398
H -4.10 -0.93 0.57 0.0692
H -4.63 0.03 1.63 0.0516
O -3.63 4.14 1.04 -0.0760
H -3.83 3.52 0.32 -0.0147
H -4.21 3.87 1.76 0.0359
O -3.78 0.65 4.08 -0.0412
H -4.69 0.35 4.00 0.0382
H -3.26 -0.16 4.02 0.0203
O 3.31 4.61 -0.10 -0.0712
H 3.44 4.20 -0.96 0.0246
H 3.47 3.90 0.54 -0.0147
O -4.57 2.23 -0.80 -0.0641
H -4.34 1.33 -0.51 0.0049
H -4.04 2.38 -1.60 0.0175
O 3.87 2.72 2.09 -0.0800
H 3.19 2.78 2.79 -0.0088
H 3.90 1.78 1.83 0.0022
O -0.74 -0.26 3.70 -0.0618
H -0.33 0.53 3.32 -0.0100
H -1.55 -0.36 3.22 -0.0019
O 1.48 1.83 -2.78 -0.0806
H 1.13 1.13 -2.22 0.0127
H 0.71 2.18 -3.26 0.0066
```

Calculated values
HOMO-LUMO gap in eV: 8.08
HOMO in eV: -8.3
E in Eh: -3288.74911
LUMO energy in eV: -0.23
Relative energy (zero: lowest compared OMol25 entry of this formula, charge and spin) in kcal per mole: 57.7